135
Properties=species:S:1:pos:R:3 method="wB97M-V/def2-TZVPD" orbital_gap_ev=7.4491 smiles="CCOCc1c(CCCCN(C)C(C)=O)c(P(CC)CC)c2c(c1[PH2]=S)C(=O)N(CCC(N)=O)C2=O.O=C1OC[C@@H](F)O1.O=C1OC[C@@H](F)O1.O=C1OC[C@@H](F)O1.O=C1OC[C@@H](F)O1.O=C1OC[C@@H](F)O1.O=C1OC[C@@H](F)O1" energy_ev=-142797.21863 lumo_energy_ha=-0.016 multiplicity=1
C 2.2181 -1.5506 3.0521
C 2.6035 -0.1157 2.7496
O 1.4423 0.7041 2.6307
C 1.1964 1.3596 1.4163
C -0.0528 0.8112 0.7478
C -0.0742 0.4561 -0.6240
C 1.2149 0.5675 -1.4059
C 2.2659 -0.5030 -1.0812
C 1.7220 -1.9310 -1.1367
C 2.6590 -2.8976 -0.4189
N 2.4074 -4.3145 -0.7250
C 2.9339 -4.7302 -2.0266
C 1.1352 -4.7395 -0.3863
C 0.5736 -5.9552 -1.0916
O 0.5010 -4.1928 0.4948
C -1.2749 0.0217 -1.2453
P -1.2193 -0.3999 -3.0472
C -1.1167 -2.2286 -3.1685
C -2.1882 -3.1649 -2.5642
C -2.7228 0.2078 -3.9125
C -3.5475 -0.8935 -4.5718
C -2.4099 -0.0466 -0.4180
C -2.3735 0.3141 0.9284
C -1.1980 0.7303 1.5354
P -1.2215 1.0388 3.3314
S -1.1678 -0.6276 4.3691
C -3.7272 0.0952 1.5075
O -4.1831 0.5197 2.5285
N -4.4779 -0.6836 0.5753
C -4.5875 -2.1176 0.9824
C -6.0381 -2.5406 1.2294
C -6.3542 -3.9555 0.7838
N -5.4824 -4.9427 1.2155
O -7.3401 -4.2203 0.1375
C -3.8060 -0.5174 -0.6881
O -4.3600 -0.7075 -1.7283
H 1.9067 -1.6474 4.0918
H 3.0557 -2.2285 2.8807
H 1.3718 -1.8632 2.4373
H 3.2306 -0.0367 1.8579
H 3.1855 0.2953 3.5794
H 2.0518 1.3445 0.7476
H 1.0026 2.4167 1.6437
H 1.6442 1.5546 -1.2115
H 1.0062 0.5349 -2.4713
H 2.7560 -0.3306 -0.1208
H 3.0569 -0.4218 -1.8319
H 0.7197 -1.9965 -0.7124
H 1.6893 -2.2242 -2.1914
H 2.6230 -2.7329 0.6570
H 3.6695 -2.6686 -0.7532
H 3.8738 -4.2100 -2.2023
H 3.1496 -5.7988 -2.0259
H 2.2592 -4.5161 -2.8598
H 1.0591 -6.8580 -0.7201
H -0.4864 -5.9908 -0.8519
H 0.6830 -5.9114 -2.1740
H -0.9478 -2.4546 -4.2223
H -0.1707 -2.4431 -2.6708
H -2.7823 -3.6385 -3.3437
H -1.7171 -3.9366 -1.9541
H -2.8735 -2.6189 -1.9252
H -2.4256 0.8936 -4.7078
H -3.3415 0.7914 -3.2283
H -2.9347 -1.4003 -5.3217
H -3.8831 -1.6403 -3.8612
H -4.4371 -0.4889 -5.0583
H -2.4442 1.6827 3.4957
H -0.2117 1.9620 3.6061
H -3.9714 -2.2583 1.8726
H -4.1627 -2.7160 0.1719
H -6.7100 -1.8896 0.6776
H -6.2825 -2.4582 2.2914
H -5.4790 -5.7398 0.5922
H -4.5391 -4.6456 1.4230
O 5.9424 -1.6166 -1.1171
C 6.3148 -2.0511 -2.1533
O 7.4646 -2.7347 -2.3480
C 7.4738 -3.2350 -3.6889
C 6.5050 -2.2964 -4.3823
F 5.7950 -2.9172 -5.3549
O 5.6322 -1.9416 -3.3249
H 7.0929 -4.2575 -3.6991
H 8.4801 -3.2105 -4.0957
H 6.9512 -1.3907 -4.7874
O -2.4383 -1.6249 10.5961
C -1.9428 -0.8422 9.8593
O -2.4649 0.3661 9.5437
C -1.5052 1.0859 8.7614
C -0.6654 -0.0353 8.1921
F 0.6347 0.3168 8.0398
O -0.7673 -1.0291 9.1996
H -0.9148 1.7326 9.4111
H -1.9964 1.6799 8.0002
H -1.0420 -0.4275 7.2478
O -4.4544 2.6528 -6.3224
C -5.5619 2.5676 -5.9144
O -5.8989 2.2756 -4.6348
C -7.3202 2.3972 -4.5092
C -7.7833 2.2310 -5.9418
F -8.8826 2.9699 -6.2194
O -6.6806 2.7342 -6.6728
H -7.5701 3.3919 -4.1380
H -7.7033 1.6416 -3.8298
H -7.9713 1.1996 -6.2441
O 6.5447 0.9324 -5.1222
C 6.4967 0.9372 -6.3062
O 6.8651 1.9654 -7.0980
C 6.8080 1.5346 -8.4620
C 5.8419 0.3684 -8.3834
F 6.1403 -0.6133 -9.2628
O 6.0512 -0.1024 -7.0633
H 7.7945 1.1921 -8.7770
H 6.4732 2.3452 -9.1015
H 4.7909 0.6365 -8.4996
O -0.8995 5.5329 9.8362
C -0.9800 5.3537 8.6717
O -0.7038 6.2655 7.7136
C -0.7706 5.6205 6.4339
C -1.6581 4.4326 6.7323
F -1.3077 3.3542 5.9867
O -1.3762 4.1774 8.0930
H 0.2206 5.2877 6.1332
H -1.1784 6.2990 5.6896
H -2.7282 4.6130 6.6163
O 1.4502 4.6746 4.2809
C 2.0047 5.5939 3.7784
O 2.4492 6.6825 4.4423
C 3.2030 7.4941 3.5344
C 2.6539 7.0502 2.1923
F 3.5855 7.0706 1.2149
O 2.2732 5.7094 2.4522
H 4.2614 7.2451 3.6169
H 3.0493 8.5466 3.7503
H 1.7784 7.6060 1.8523